Record 1
{
  "formula": "C4H4HgMgO3",
  "method": "wB97M-V/def2-TZVPD",
  "symbols": ["O", "C", "O", "O", "C", "Mg", "H", "H", "C", "C", "H", "H", "Hg"],
  "xyz": [[-0.238141, -0.724173, 3.021153], [0.073242, -0.847765, 1.802629], [-0.251275, -1.896101, 1.171760], [0.742752, 0.135438, 1.237159], [0.960767, 0.112120, -0.171972], [-1.071026, -2.556995, 2.900025], [1.139178, -0.915481, -0.512874], [1.865709, 0.697910, -0.357221], [-0.234344, 0.665654, -0.920251], [-0.113770, 1.690822, -1.790892], [-1.038911, 1.889716, -0.970669], [-1.158676, 0.069487, -0.829555], [-0.675505, 1.679368, -4.579292]],
  "forces_ev_per_angstrom": [[-0.4, -0.6, 0.4], [0.4, 0.6, 0.3], [-0.6, -1.0, -0.3], [-0.3, 0.0, 0.3], [0.5, -0.2, 0.1], [0.8, 1.1, -0.5], [-0.1, 0.1, -0.1], [-0.3, 0.0, 0.1], [1.1, -1.0, -0.4], [-2.1, -0.4, 0.0], [0.7, 1.1, -1.0], [0.1, 0.2, 0.0], [0.2, 0.2, 0.8]],
  "mulliken_charge": [-0.7555, 1.3377, -0.7804, -0.2652, -0.2733, 1.2130, 0.3001, 0.3994, 0.2588, -0.9679, 0.3651, 0.4018, 0.7662],
  "s2": 2.011,
  "orbital_gap_ev": [6.33, 7.66],
  "multiplicity": 3,
  "total_charge": 2,
  "homo_ev": [-15.9938, -18.0878],
  "e_above_lowest_kj_mol": 24.9,
  "energy_ev": -19953.1416
}

***

Record 2
{
  "formula": "C9H19N2Si",
  "method": "wB97M-V/def2-TZVPD",
  "symbols": ["C", "Si", "C", "C", "N", "C", "C", "C", "C", "C", "C", "N", "H", "H", "H", "H", "H", "H", "H", "H", "H", "H", "H", "H", "H", "H", "H", "H", "H", "H", "H"],
  "xyz": [[-1.755279, -2.892522, -1.657857], [-0.531514, -1.708128, -2.641838], [1.282899, -2.116156, -2.941557], [-0.385206, -0.327026, -1.362644], [0.241246, -0.254068, -0.185686], [0.103786, 0.978550, 0.404851], [0.435377, 1.287764, 1.831780], [0.457476, 2.791086, 1.942587], [1.765188, 0.708582, 2.258240], [-0.729995, 0.580726, 2.653163], [-0.575582, 1.757473, -0.492020], [-0.883499, 0.886265, -1.552032], [-2.749954, -2.744486, -2.174610], [-1.485553, -3.925961, -1.741294], [-1.882723, -2.696030, -0.537041], [-1.388142, -1.099763, -3.670360], [1.848716, -2.759484, -2.168058], [1.140440, -2.604944, -3.848693], [1.937284, -1.304855, -3.207771], [0.693248, -1.112793, 0.234718], [0.606539, 3.123087, 2.953961], [1.286603, 3.164136, 1.405543], [-0.406995, 3.363537, 1.604545], [1.954217, 1.131618, 3.263899], [1.683620, -0.368834, 2.435203], [2.527740, 1.061787, 1.696390], [-0.789780, 0.844312, 3.622470], [-1.603868, 0.878186, 2.223909], [-0.544521, -0.481585, 2.487019], [-0.951758, 2.668349, -0.435550], [-1.300011, 1.171177, -2.401268]],
  "forces_ev_per_angstrom": [[-0.3, 1.1, 0.0], [-0.4, -0.7, 2.5], [0.0, -0.5, 1.8], [-0.1, 1.0, -0.3], [0.7, -2.4, 0.8], [-0.3, 0.8, -0.2], [-1.2, -0.5, 0.2], [-0.5, 0.5, 0.7], [-2.4, -0.4, 3.2], [3.2, -0.7, -3.2], [1.4, -5.4, -0.5], [0.5, 1.0, 1.0], [1.0, -0.2, 0.7], [0.1, -0.7, -0.2], [0.3, 0.1, -1.6], [0.5, 0.1, -0.4], [-1.3, 0.8, -1.3], [0.5, -1.7, -1.7], [0.0, 0.8, 0.2], [-0.7, 1.7, -0.5], [0.1, -0.1, 0.7], [1.0, 0.5, -0.8], [-0.3, -0.5, -0.1], [0.0, -0.3, -0.3], [0.5, 0.1, -0.5], [2.6, 0.5, -2.1], [0.4, 0.7, 3.5], [-2.7, 0.5, -1.3], [-0.5, -0.1, 0.5], [-1.4, 3.9, 0.2], [-0.6, 0.2, -0.8]],
  "mulliken_charge": [-0.9724, 0.2935, -1.0404, -0.3665, 0.0637, 0.0425, 1.9818, -1.9141, -1.8374, -1.7474, -0.6387, 0.0627, 0.2596, 0.3815, 0.3162, -0.1208, 0.3082, 0.3698, 0.3824, 0.3693, 0.4224, 0.5078, 0.3550, 0.4334, 0.4018, 0.5042, 0.5092, 0.4752, 0.4077, 0.5683, 0.2216],
  "orbital_gap_ev": 10.64,
  "multiplicity": 1,
  "total_charge": 1,
  "homo_ev": -13.1823,
  "e_above_lowest_kj_mol": 93.8,
  "energy_ev": -20492.7957,
  "smiles": "C[SiH](C)c1[nH]c(C(C)(C)C)c[nH+]1"
}

***

Record 3
{
  "formula": "F6NP2",
  "method": "wB97M-V/def2-TZVPD",
  "symbols": ["N", "F", "F", "F", "F", "F", "F", "P", "P"],
  "xyz": [[-0.829628, 0.618027, 0.486293], [1.086733, 0.822703, -1.066933], [-0.953208, 2.187379, -1.639949], [-0.560257, -0.181728, -2.145702], [1.400698, -0.223140, 1.862471], [-0.568947, -1.635690, 2.124243], [0.730791, -1.766432, 0.214027], [-0.446416, 0.891021, -0.978315], [0.140235, -0.712141, 1.143865]],
  "forces_ev_per_angstrom": [[1.6, -4.3, 2.7], [0.4, 1.3, 0.1], [0.4, -1.6, 1.4], [-1.5, 1.4, 1.9], [-1.4, 0.1, -0.4], [-0.2, 1.4, -0.4], [-0.5, 0.8, -0.4], [1.9, -0.8, -4.4], [-0.9, 1.7, -0.4]],
  "mulliken_charge": [-0.3507, -0.1700, -0.1017, -0.1622, -0.1180, -0.1045, -0.0952, 1.0251, 1.0774],
  "orbital_gap_ev": 12.75,
  "multiplicity": 1,
  "total_charge": 1,
  "homo_ev": -18.2501,
  "e_above_lowest_kj_mol": 91.9,
  "energy_ev": -36370.0937
}

***

Record 4
{
  "formula": "C39H37IrN3OS4Sb",
  "method": "wB97M-V/def2-TZVPD",
  "symbols": ["Ir", "C", "N", "C", "C", "N", "C", "C", "C", "C", "C", "C", "C", "S", "C", "C", "C", "C", "C", "C", "S", "H", "H", "H", "H", "H", "H", "H", "H", "H", "H", "H", "H", "H", "H", "H", "H", "H", "H", "O", "N", "C", "C", "C", "C", "C", "S", "H", "H", "H", "H", "S", "Sb", "C", "C", "C", "C", "C", "C", "C", "C", "C", "C", "C", "C", "C", "C", "C", "C", "C", "C", "H", "H", "H", "H", "H", "H", "H", "H", "H", "H", "H", "H", "H", "H", "H"],
  "xyz": [[0.116324, 0.438838, 0.792171], [1.594624, 1.400208, 3.777143], [0.522783, 0.519516, 3.280120], [0.752934, -0.857364, 3.701975], [1.858978, -1.455549, 2.852790], [1.464656, -1.538292, 1.439085], [2.650046, -1.469242, 0.567862], [0.687200, -2.751075, 1.218872], [1.307286, -3.989303, 1.107066], [0.572929, -5.143107, 0.888983], [-0.807583, -5.061426, 0.766722], [-1.436565, -3.838820, 0.899344], [-0.704447, -2.671542, 1.140970], [-1.594277, -1.187560, 1.369271], [-0.754035, 1.084289, 3.650662], [-1.509121, 0.623193, 4.713896], [-2.722504, 1.225340, 5.026755], [-3.178301, 2.299141, 4.282472], [-2.419294, 2.775193, 3.222108], [-1.211776, 2.171432, 2.894859], [-0.269217, 2.740598, 1.525598], [1.445834, 2.404958, 3.395276], [2.567011, 1.057366, 3.430222], [1.590396, 1.421540, 4.873619], [-0.165409, -1.426669, 3.564014], [1.050298, -0.912930, 4.757337], [2.119973, -2.447263, 3.233856], [2.747788, -0.827836, 2.911599], [3.387081, -2.247791, 0.797027], [3.123433, -0.494536, 0.687256], [2.330363, -1.575190, -0.467505], [2.384249, -4.077055, 1.187456], [1.079943, -6.094644, 0.804256], [-1.387447, -5.956647, 0.575303], [-2.511261, -3.753854, 0.795644], [-1.164335, -0.221418, 5.297107], [-3.308107, 0.842118, 5.852177], [-4.130322, 2.758836, 4.514890], [-2.765081, 3.602816, 2.616890], [-1.517082, 0.905292, -0.648010], [-1.271823, 1.788595, -1.590226], [-2.327954, 2.385164, -2.178928], [-2.170868, 3.286916, -3.197403], [-0.883158, 3.601502, -3.629912], [0.185916, 2.996523, -3.013132], [-0.001118, 2.077726, -1.974226], [1.315659, 1.304962, -1.202637], [-3.288140, 2.081518, -1.791341], [-3.043070, 3.729229, -3.655091], [-0.731211, 4.316079, -4.426919], [1.205129, 3.201903, -3.306614], [0.256507, -1.990941, -2.187283], [1.214935, -3.676201, -3.323904], [2.287391, -2.860215, -4.978744], [3.239847, -1.895170, -4.666539], [3.893722, -1.204394, -5.674185], [3.587485, -1.464178, -7.002699], [2.639246, -2.424652, -7.318507], [1.980865, -3.114401, -6.309176], [-0.247428, -5.092359, -3.971483], [-1.324245, -5.241779, -3.103467], [-2.381729, -6.069111, -3.450283], [-2.390265, -6.701799, -4.685612], [-1.323311, -6.541429, -5.557375], [-0.235930, -5.760189, -5.190467], [2.644512, -4.894090, -2.295084], [2.359302, -6.235865, -2.082452], [3.250861, -7.028954, -1.373704], [4.425440, -6.481747, -0.877619], [4.709713, -5.139661, -1.091248], [3.820003, -4.344573, -1.799200], [3.456095, -1.664001, -3.629159], [4.629343, -0.452088, -5.420437], [4.081623, -0.911082, -7.790942], [2.399763, -2.630463, -8.354010], [1.223548, -3.838012, -6.575468], [-1.334351, -4.697962, -2.164317], [-3.207710, -6.209019, -2.764645], [-3.230655, -7.322165, -4.969380], [-1.339859, -7.027167, -6.524762], [0.619097, -5.695251, -5.849948], [1.437932, -6.664316, -2.460917], [3.026235, -8.073616, -1.198228], [5.114244, -7.096190, -0.312399], [5.625364, -4.712399, -0.701654], [4.043083, -3.294837, -1.951712]],
  "forces_ev_per_angstrom": [[-1.9, 1.2, 0.1], [0.2, 0.1, 0.0], [0.2, -0.1, -0.6], [0.1, -0.2, 0.1], [0.0, 0.2, 0.2], [-0.1, 0.0, -0.7], [0.2, -0.1, -0.1], [-0.3, -0.3, -0.1], [0.2, 0.0, 0.0], [0.0, 0.0, -0.1], [0.0, 0.0, 0.0], [0.0, 0.0, 0.0], [0.1, 0.0, 0.2], [0.6, 0.9, 0.0], [-0.3, 0.3, 0.0], [0.2, -0.1, 0.0], [-0.1, 0.0, 0.0], [0.0, 0.0, 0.1], [0.1, -0.1, 0.1], [-0.1, 0.1, 0.1], [0.1, -1.5, -1.0], [0.0, 0.0, 0.0], [0.0, 0.0, 0.0], [0.0, -0.1, 0.0], [0.0, 0.0, 0.0], [0.0, 0.0, 0.0], [0.0, 0.0, 0.0], [0.0, -0.1, 0.0], [0.0, 0.0, 0.1], [0.0, 0.0, 0.1], [0.0, 0.0, 0.0], [0.0, 0.1, 0.0], [0.0, 0.0, 0.0], [0.0, 0.0, 0.0], [0.0, 0.0, 0.0], [0.0, 0.0, 0.0], [0.0, 0.0, 0.0], [0.0, 0.0, 0.0], [0.0, 0.0, 0.0], [0.7, -0.6, 0.8], [0.5, 0.5, -0.5], [-0.2, -0.1, 0.0], [0.0, 0.0, -0.1], [0.1, -0.1, 0.1], [-0.1, 0.0, -0.2], [-0.1, 0.0, 0.2], [0.3, -0.1, 1.2], [0.0, 0.0, 0.1], [0.0, 0.0, 0.1], [0.0, 0.0, 0.0], [0.0, 0.0, 0.0], [0.1, -0.2, -0.1], [0.0, -0.1, 0.0], [-0.2, -0.1, 0.1], [0.0, 0.0, 0.1], [0.0, 0.0, 0.0], [0.0, 0.0, 0.0], [0.0, 0.0, 0.0], [0.0, -0.1, 0.0], [0.2, 0.3, 0.0], [0.0, 0.0, 0.0], [0.0, 0.0, 0.0], [0.0, 0.0, 0.0], [0.0, -0.1, 0.0], [0.1, -0.1, 0.0], [-0.3, 0.2, -0.2], [0.0, 0.0, 0.0], [0.0, -0.1, 0.1], [-0.1, 0.0, 0.0], [0.0, 0.0, 0.0], [0.0, 0.0, 0.0], [0.0, 0.1, 0.0], [0.0, 0.0, 0.0], [0.0, 0.0, 0.0], [0.0, 0.0, 0.0], [0.0, 0.0, 0.0], [-0.1, 0.0, 0.0], [0.0, 0.0, 0.0], [0.0, 0.0, 0.0], [0.1, 0.0, 0.0], [0.0, 0.0, 0.0], [0.0, 0.0, 0.0], [0.0, 0.0, 0.0], [0.0, 0.0, 0.0], [0.0, 0.0, 0.0], [0.0, 0.0, 0.0]],
  "mulliken_charge": [1.7550, -1.2996, 0.9649, -0.9902, -1.3786, 1.6181, -1.3182, -0.8702, -0.7891, -0.8109, -0.8435, -0.7997, 1.1258, -0.5445, -0.0571, -0.3798, -0.8269, -0.5945, -0.8269, 0.8258, -0.3958, 0.2845, 0.3488, 0.3555, 0.4709, 0.5634, 0.3588, 0.5635, 0.3631, 0.4602, 0.0872, 0.3133, 0.4574, 0.4414, 0.4457, 0.3746, 0.3881, 0.3874, 0.4336, -0.7294, 0.3872, -0.2753, -0.7489, -0.2149, -0.8637, 0.6111, -0.5150, 0.4904, 0.4096, 0.3877, 0.4291, -0.3503, 1.2960, 0.8318, -0.5013, -0.7829, -0.4615, -0.6813, -0.3036, 0.2027, -0.5043, -0.6220, -0.4927, -0.6714, -0.3043, 0.6488, -0.3584, -0.6130, -0.5024, -0.5817, -0.4971, 0.1868, 0.4076, 0.3689, 0.3903, 0.2132, 0.3029, 0.4223, 0.3744, 0.3876, 0.4498, 0.3903, 0.4159, 0.3893, 0.4052, 0.1151],
  "orbital_gap_ev": [6.53, 6.53],
  "multiplicity": 1,
  "homo_ev": [-6.6148, -6.6148],
  "e_above_lowest_kj_mol": 365.2,
  "energy_ev": -100276.1110
}